This record from the Open Molecules 2025 dataset describes a structure of composition C29H40Cl5HfN2O2S2Si3. The level of theory is wB97M-V/def2-TZVPD.

The geometry in XYZ format:
```
84
Properties=species:S:1:pos:R:3:forces:R:3:lowdin_charge:R:1
Hf -0.298 0.623 0.048 -1.8 -0.1 1.3 1.234
C 0.808 -1.119 3.841 0.0 -0.1 0.2 -0.215
Si 1.962 -0.822 2.332 -1.3 1.6 0.8 0.314
C 3.530 -0.937 3.249 1.9 0.7 0.3 -0.207
C 2.144 -2.235 1.148 1.3 -1.2 0.1 -0.214
C 1.523 0.790 1.413 0.9 0.6 0.2 -0.590
Si 3.214 1.325 0.634 -1.0 -0.4 -0.6 0.424
C 4.172 -0.010 -0.342 0.2 0.8 0.1 -0.170
C 4.378 1.968 1.967 0.2 0.0 -0.1 -0.190
C 2.809 2.538 -0.804 1.0 -0.3 0.0 -0.198
Si 0.952 2.308 2.462 -0.9 -1.5 0.7 0.506
C 1.191 2.118 4.338 -0.3 0.2 0.9 -0.179
C 1.532 4.072 2.051 1.0 -0.8 0.2 -0.159
C -1.026 2.320 2.291 -0.2 0.1 -0.6 -0.293
C -1.740 3.366 2.806 -0.7 -0.6 0.5 -0.111
C -3.106 3.588 2.486 0.4 -0.1 -0.6 -0.079
C -3.763 2.601 1.756 -0.9 1.0 0.3 -0.093
C -3.067 1.539 1.298 -0.2 -0.4 0.1 -0.181
N -1.722 1.455 1.424 1.9 -0.1 -0.4 -0.167
H 0.619 -2.169 3.857 -0.2 -1.2 -0.1 -0.006
H -0.182 -0.683 3.996 0.1 0.3 -0.5 0.029
H 1.365 -0.963 4.783 0.0 0.2 -0.5 0.034
H 3.459 -1.934 3.685 0.2 -0.2 0.1 0.046
H 3.738 -0.222 4.061 -0.4 -0.2 -0.2 0.048
H 4.419 -0.900 2.597 -0.2 -0.2 0.2 0.033
H 1.530 -3.065 1.486 -0.1 -0.2 -0.1 -0.016
H 3.212 -2.651 1.105 -1.4 0.8 0.1 0.072
H 1.849 -1.940 0.157 -0.1 -0.1 -0.6 0.005
H 4.132 -0.998 0.051 -0.3 -0.8 0.2 -0.016
H 5.253 0.221 -0.343 -0.4 0.3 -0.2 0.045
H 3.779 0.009 -1.368 0.2 -0.2 0.2 0.015
H 3.965 2.189 2.959 0.0 0.0 -0.3 0.027
H 4.821 2.861 1.550 0.2 0.6 0.1 0.025
H 5.218 1.281 2.087 -0.1 -0.1 0.1 0.028
H 1.727 2.568 -0.926 0.2 0.4 0.0 -0.074
H 3.221 2.027 -1.721 -0.3 0.8 0.7 0.035
H 3.228 3.562 -0.700 -0.3 -0.6 -0.2 0.038
H 2.161 2.482 4.733 -0.2 -0.4 -0.4 0.036
H 0.927 1.148 4.831 0.4 0.8 -0.8 0.021
H 0.470 2.829 4.788 0.1 -0.1 -0.2 0.025
H 2.546 4.032 1.564 -1.1 0.3 0.4 0.021
H 1.633 4.603 3.017 0.0 -0.2 -0.5 0.043
H 0.794 4.585 1.449 0.1 0.2 -0.3 0.028
H -1.315 3.850 3.652 0.5 1.1 0.2 0.085
H -3.583 4.542 2.611 -0.1 0.2 0.7 0.089
H -4.836 2.695 1.530 0.6 -0.1 0.1 0.114
H -3.555 0.764 0.750 0.0 -0.4 -0.3 0.081
Cl -0.951 -1.840 1.187 -0.6 0.3 0.6 0.790
C -1.141 -3.087 -0.005 0.5 -2.4 -0.8 -0.597
C -1.636 -2.915 -1.280 1.3 -1.1 3.2 -0.415
C -1.389 -3.901 -2.228 0.3 0.4 1.0 -0.666
Cl -2.192 -3.827 -3.772 -0.1 0.2 -0.1 0.686
C -0.575 -5.004 -1.919 -1.3 0.6 0.8 -0.740
Cl -0.331 -6.131 -3.125 0.8 -1.2 -0.9 0.731
C -0.314 -5.289 -0.570 -0.1 -1.1 -0.3 -0.668
Cl 0.337 -6.836 -0.058 -0.2 0.8 -0.5 0.667
C -0.721 -4.390 0.380 0.4 2.1 1.5 -0.669
Cl -0.613 -4.682 2.112 0.1 -0.5 -0.7 0.668
O 0.905 -0.045 -1.420 0.7 -0.4 -2.6 -0.311
N 0.663 0.262 -2.724 0.7 -0.3 -1.6 -0.146
C 1.203 -0.528 -3.714 -0.9 -0.8 -1.1 0.029
C 0.774 -0.362 -5.056 0.7 0.5 1.2 -0.034
C 0.006 0.760 -5.388 0.1 1.0 0.7 -0.054
C -0.383 1.650 -4.392 0.5 -1.6 -0.7 -0.083
C -0.075 1.367 -3.059 -0.5 0.9 1.7 -0.573
S -0.642 2.413 -1.738 0.2 -0.5 -0.8 0.669
H 1.893 -1.375 -3.465 -0.9 1.1 0.3 0.156
H 1.107 -1.027 -5.843 0.2 -0.1 0.3 0.108
H -0.221 1.130 -6.391 0.1 -1.0 0.1 0.120
H -0.987 2.469 -4.740 0.0 0.5 0.7 0.114
O -2.098 -0.240 -0.812 -0.3 -2.3 -1.4 -0.693
S -2.592 -1.427 -1.833 0.9 2.5 -3.6 0.888
C -4.251 -2.049 -1.315 1.7 -0.4 0.9 -0.270
C -5.172 -1.758 -2.439 -1.7 1.2 0.3 -0.250
C -4.835 -0.363 -3.089 -1.9 -1.3 -0.4 -0.272
C -3.405 -0.307 -3.300 0.9 0.6 0.8 -0.310
H -4.321 -1.429 -0.377 -0.7 -0.8 -0.7 0.111
H -4.168 -3.154 -1.118 0.1 1.2 0.2 0.120
H -6.211 -1.717 -2.061 0.4 0.0 -0.1 0.117
H -5.193 -2.562 -3.164 0.4 -0.1 -0.3 0.099
H -5.174 0.447 -2.424 0.0 -0.3 -0.3 0.121
H -5.393 -0.395 -4.035 -0.3 0.6 0.2 0.105
H -3.006 0.667 -3.236 0.5 1.4 0.2 0.033
H -2.988 -0.731 -4.231 -0.4 -0.5 0.6 0.074
```
Forces are in eV/Å.

**LUMO (alpha / beta)**: -0.584 / -0.558 eV
**HOMO-LUMO gap (alpha / beta)**: 4.43 / 5.05 eV
**Energy relative to the best compared isomer or geometry (same formula, charge and spin)**: 374.2 kJ/mol
**2S+1**: 2

This record from the Open Molecules 2025 dataset describes a structure of composition C29H40F6N2NbO14. The level of theory is wB97M-V/def2-TZVPD.

The geometry in XYZ format:
```
92
Properties=species:S:1:pos:R:3:forces:R:3:lowdin_charge:R:1
C 6.591 2.907 1.662 0.3 0.5 0.2 -0.154
C 5.631 1.826 1.786 -0.2 -0.3 -1.4 -0.192
C 4.815 1.379 0.471 1.8 -0.5 1.1 -0.312
Nb 3.113 -0.055 0.996 0.7 2.8 1.0 1.928
C 1.827 1.011 -0.516 -0.7 0.8 -0.5 -0.335
F 2.615 1.292 2.553 0.4 -1.7 -1.8 -0.511
C 3.776 -1.456 -0.716 0.2 -0.1 -0.5 -0.373
N 2.768 -1.287 -1.826 0.7 -0.4 0.2 -0.104
O 4.440 -0.984 2.359 -0.8 0.2 -1.3 -0.361
N 4.944 -2.134 1.878 1.1 0.0 0.0 -0.186
O 6.070 -2.017 1.481 -0.6 -0.2 0.3 -0.041
C 1.508 -1.549 1.610 -1.4 -1.5 0.5 -0.433
F 1.841 -2.020 2.945 -0.7 0.5 -1.6 -0.084
F 1.491 -2.761 0.810 -0.2 1.5 1.2 -0.092
C 0.014 -1.056 1.679 -4.2 -0.4 0.4 -0.102
C -1.067 -2.160 1.667 -0.9 2.1 0.2 0.015
C -2.551 -1.893 1.751 2.5 2.3 0.1 -0.049
C -3.035 -0.459 1.871 3.4 -1.0 -0.3 -0.011
C -1.992 0.649 1.869 -0.1 -2.6 0.3 -0.072
C -2.503 2.143 1.946 1.3 -0.8 -1.4 -0.395
F -1.799 2.853 0.932 -1.5 -0.7 2.2 0.050
F -2.241 2.765 3.172 -1.1 -0.9 -2.5 0.088
F -3.873 2.238 1.577 2.8 0.0 1.7 0.020
C -0.494 0.354 1.795 -1.6 -1.9 -0.2 0.038
H 6.159 3.959 1.649 1.1 -1.1 1.8 0.036
H 7.710 2.714 1.524 -1.9 0.3 -1.7 0.021
H 5.519 1.317 2.793 -1.5 1.3 -1.0 0.080
H 4.448 2.331 -0.057 1.0 -1.3 0.7 0.054
H 5.563 0.816 -0.168 -0.8 0.6 0.2 0.047
H 1.442 1.999 -0.077 0.5 -1.1 -0.4 0.003
H 2.419 1.295 -1.455 -0.7 -0.5 1.3 0.007
H 0.916 0.419 -0.887 1.3 0.7 0.6 0.002
H 4.806 -1.177 -1.123 -1.1 -0.6 0.8 0.048
H 3.752 -2.549 -0.423 0.3 1.2 -0.1 0.050
H 3.199 -0.887 -2.665 -0.3 -0.4 0.5 0.059
H 2.283 -2.164 -2.024 0.5 0.6 0.0 0.024
H -0.740 -3.252 1.617 -0.4 1.8 0.0 0.115
H -3.264 -2.776 1.763 1.2 1.5 -0.2 0.067
H -4.146 -0.281 1.951 1.5 0.1 -0.2 0.092
H 0.238 1.210 1.804 -0.9 -1.0 0.1 0.087
C 9.419 -0.081 -2.063 -0.3 -0.2 0.2 -0.023
C 8.811 1.205 -2.577 0.5 -0.9 0.2 -0.352
C 9.418 2.447 -1.987 0.4 0.4 -0.1 -0.116
O 8.351 3.384 -2.096 -0.3 -0.3 -0.1 0.056
C 7.194 2.660 -2.066 -1.0 0.4 0.4 -0.550
O 6.106 3.131 -1.954 0.7 -0.2 -0.4 0.152
O 7.450 1.325 -2.177 0.0 0.6 -0.1 0.073
H 8.840 -0.940 -2.409 0.1 0.1 -0.1 0.088
H 10.450 -0.191 -2.403 -0.1 0.1 0.0 0.085
H 9.405 -0.114 -0.970 0.0 0.1 -0.1 0.093
H 8.842 1.223 -3.672 0.0 0.1 0.0 0.156
H 10.293 2.790 -2.541 -0.2 0.1 0.0 0.135
H 9.681 2.344 -0.929 -0.1 -0.2 -0.1 0.137
C -5.619 3.282 -0.227 0.1 -0.2 -0.5 -0.026
C -5.742 4.524 -1.082 0.1 -0.8 0.9 -0.336
C -7.154 4.998 -1.271 -0.3 0.4 0.3 -0.112
O -7.075 5.688 -2.516 0.3 -0.2 -0.3 0.058
C -6.056 5.112 -3.216 0.3 0.0 -0.8 -0.542
O -5.828 5.320 -4.370 -0.2 -0.1 0.7 0.156
O -5.337 4.266 -2.427 -0.4 0.5 -0.5 0.092
H -4.599 2.904 -0.253 -0.2 0.2 0.0 0.073
H -5.891 3.491 0.809 0.1 0.1 -0.1 0.090
H -6.260 2.480 -0.603 -0.1 0.1 0.0 0.094
H -5.100 5.317 -0.685 -0.1 0.0 -0.1 0.164
H -7.481 5.670 -0.476 0.0 0.1 -0.2 0.139
H -7.878 4.184 -1.373 0.2 -0.1 0.1 0.138
C -2.896 -3.338 -3.969 0.0 -0.4 -0.1 -0.026
C -1.919 -3.070 -2.846 -0.9 0.0 -0.6 -0.345
C -0.978 -1.931 -3.113 0.0 0.7 0.1 -0.097
O 0.146 -2.273 -2.308 -0.3 -0.7 -0.1 0.029
C 0.144 -3.631 -2.197 0.7 -0.4 0.4 -0.538
O 1.043 -4.273 -1.744 -0.5 0.4 -0.4 0.159
O -1.018 -4.161 -2.677 0.5 0.2 0.2 0.085
H -3.446 -4.264 -3.782 0.0 0.1 0.1 0.085
H -3.611 -2.519 -4.070 0.1 0.0 0.1 0.089
H -2.375 -3.470 -4.921 0.0 0.1 0.1 0.087
H -2.460 -2.932 -1.903 0.1 0.1 0.0 0.160
H -1.390 -0.967 -2.812 0.2 0.0 0.1 0.144
H -0.650 -1.870 -4.156 -0.1 -0.1 0.0 0.141
C -8.243 -2.689 4.204 -0.2 0.0 -0.3 -0.024
C -6.979 -3.466 3.913 -0.9 0.4 0.5 -0.346
C -5.716 -2.704 4.195 0.4 0.1 0.6 -0.098
O -4.788 -3.321 3.306 -0.5 -0.3 -0.3 0.038
C -5.516 -3.801 2.258 0.3 -0.3 -0.7 -0.543
O -5.044 -4.217 1.243 -0.3 0.3 0.6 0.157
O -6.852 -3.739 2.520 0.6 -0.1 -0.2 0.088
H -9.117 -3.234 3.840 0.1 0.0 0.1 0.087
H -8.359 -2.515 5.276 0.1 -0.1 -0.1 0.090
H -8.240 -1.724 3.691 0.1 -0.1 0.1 0.090
H -6.997 -4.424 4.443 0.1 0.0 0.0 0.161
H -5.387 -2.805 5.229 0.2 0.0 -0.2 0.145
H -5.781 -1.641 3.943 -0.2 -0.1 0.0 0.139
```
Forces are in eV/Å.

**LUMO**: 1.688 eV
**HOMO-LUMO gap**: 4.61 eV
**Charge**: -1

This record from the Open Molecules 2025 dataset describes a structure of composition C29H41AuCl5P2. The level of theory is wB97M-V/def2-TZVPD.

The geometry in XYZ format:
```
78
Properties=species:S:1:pos:R:3:forces:R:3:lowdin_charge:R:1
Au -1.225 -1.504 0.235 4.3 0.0 -1.1 0.958
C -2.670 -1.863 1.858 -1.4 -0.6 1.0 -0.314
C -3.318 -1.204 0.742 -1.7 -0.7 0.5 -0.301
C -2.526 -3.272 0.003 -0.9 -0.7 0.0 -0.283
C -2.163 -3.120 1.409 -0.8 -0.7 0.6 -0.280
C -3.250 -2.105 -0.390 -1.7 -0.6 -0.1 -0.314
C -2.616 -1.341 3.262 0.0 0.0 -0.1 -0.018
H -2.674 -0.249 3.283 0.0 -0.1 0.0 0.069
H -1.694 -1.644 3.765 -0.1 0.0 0.0 0.081
H -3.461 -1.727 3.849 0.2 0.1 -0.1 0.106
C -1.433 -4.146 2.217 0.0 0.4 0.2 -0.051
H -1.064 -3.720 3.154 -0.1 0.0 -0.1 0.088
H -0.571 -4.529 1.661 -0.7 0.4 0.6 -0.031
H -2.088 -4.993 2.465 0.1 0.2 -0.1 0.104
C -2.219 -4.475 -0.833 0.0 0.2 -0.2 -0.041
H -2.983 -5.253 -0.699 0.1 0.2 0.0 0.109
H -1.247 -4.895 -0.557 -0.8 0.3 -0.3 -0.030
H -2.184 -4.218 -1.895 -0.1 0.0 0.1 0.088
C -3.902 -1.878 -1.721 0.1 0.0 0.0 -0.016
H -4.895 -2.346 -1.749 0.2 0.1 0.0 0.105
H -3.308 -2.305 -2.534 -0.1 0.0 0.1 0.081
H -4.036 -0.811 -1.920 0.0 -0.1 0.0 0.071
C -4.113 0.066 0.811 0.2 0.1 -0.1 -0.013
H -5.174 -0.137 1.016 0.3 0.0 0.0 0.109
H -4.058 0.619 -0.131 -0.1 -0.1 0.1 0.072
H -3.743 0.722 1.605 -0.1 -0.1 -0.1 0.074
C 3.099 4.317 0.775 -0.4 0.0 0.1 -0.104
C 1.987 4.777 1.359 0.2 -0.2 -0.2 -0.128
C 1.050 5.877 0.935 0.0 0.1 -0.1 -0.185
C 1.119 6.340 -0.537 0.0 0.0 0.1 -0.190
C 0.833 5.230 -1.520 0.2 -0.3 0.0 -0.101
C 1.672 4.312 -2.016 -0.2 0.2 0.2 -0.131
C 3.142 4.101 -1.764 0.1 0.1 0.1 -0.187
C 3.750 4.769 -0.511 0.0 0.0 -0.1 -0.189
H 1.203 6.750 1.588 0.0 -0.2 -0.1 0.119
H 2.083 6.812 -0.736 -0.2 0.0 0.0 0.100
H 0.025 5.537 1.143 0.1 0.0 0.0 0.106
H 3.720 5.855 -0.613 0.1 -0.2 0.0 0.100
H 3.598 3.483 1.271 0.0 0.1 0.0 0.097
H 1.693 4.291 2.291 0.1 0.1 0.0 0.090
H 4.811 4.498 -0.476 -0.2 0.1 0.0 0.112
H 3.314 3.018 -1.697 0.0 0.1 0.0 0.102
H 1.242 3.591 -2.713 0.0 0.1 0.0 0.084
H 3.707 4.430 -2.650 -0.1 -0.1 0.2 0.119
H 0.365 7.124 -0.671 0.1 -0.1 0.0 0.111
H -0.206 5.160 -1.841 0.1 0.0 0.0 0.097
P 0.147 0.104 1.081 2.8 2.5 1.9 0.720
C 1.537 -0.264 2.225 -0.2 -0.1 -0.2 -0.220
C -0.516 1.668 1.793 -0.3 -0.3 -0.1 -0.217
P -0.511 -0.170 -1.466 1.5 1.8 -3.6 0.720
C 0.896 0.614 -0.541 -1.0 -0.6 0.5 -0.445
C -1.515 1.252 -2.070 -0.2 -0.2 0.3 -0.220
C 0.177 -0.830 -3.038 -0.5 -0.3 0.1 -0.268
H 1.931 -1.247 1.956 0.1 0.1 0.1 0.036
H 1.151 -0.307 3.249 0.0 0.0 -0.1 0.050
H 2.325 0.495 2.168 -0.2 -0.1 0.0 0.057
H 0.206 2.487 1.701 0.0 -0.2 -0.1 0.033
H -0.741 1.513 2.853 0.0 0.0 -0.1 0.049
H -1.443 1.939 1.283 0.1 0.1 0.0 0.033
H 0.803 -0.092 -3.551 -0.1 -0.1 0.2 0.061
H -0.651 -1.120 -3.693 0.0 0.1 0.1 0.050
H 0.760 -1.721 -2.790 -0.3 0.3 -0.3 -0.029
H 1.787 -0.002 -0.705 -0.3 0.3 0.1 -0.046
H 1.124 1.671 -0.713 -0.3 -0.1 0.1 0.057
H -2.208 0.901 -2.840 0.1 0.0 0.1 0.049
H -0.881 2.037 -2.496 0.0 -0.2 0.1 0.046
H -2.100 1.664 -1.244 0.1 0.1 -0.1 0.030
Cl -0.134 -6.411 0.610 -0.2 2.0 -0.5 0.589
C 0.987 -4.946 0.157 1.6 0.4 -0.1 -0.423
C 0.814 -3.348 -0.123 4.0 -3.4 -1.4 0.015
C 2.198 -2.983 -0.718 -0.5 -2.3 1.2 -0.603
Cl 2.777 -1.655 -1.676 -1.3 1.5 0.0 0.702
C 3.386 -3.804 -0.706 0.7 1.6 -0.4 -0.667
Cl 5.020 -3.268 -1.303 -1.4 -0.1 0.5 0.580
C 3.412 -5.070 -0.264 2.7 -1.2 -0.1 -0.719
Cl 4.938 -6.015 -0.279 -1.2 0.8 0.1 0.619
C 2.252 -5.641 0.101 -2.5 -1.6 1.0 -0.665
Cl 2.479 -7.392 0.517 -0.4 1.3 -0.2 0.579
```
Forces are in eV/Å.

**LUMO (alpha / beta)**: -2.231 / -4.621 eV
**HOMO-LUMO gap (alpha / beta)**: 7.11 / 6.52 eV
**Energy relative to the best compared isomer or geometry (same formula, charge and spin)**: 457.4 kJ/mol
**2S+1**: 3
**Charge**: +1